[1]
{
  "formula": "C27H38AsBN12OS5W",
  "method": "ωB97M-V/def2-TZVPD",
  "elements": ["W", "As", "S", "S", "S", "S", "S", "O", "N", "N", "N", "N", "N", "N", "N", "N", "N", "N", "N", "N", "C", "C", "C", "C", "C", "C", "C", "C", "C", "C", "C", "C", "C", "C", "C", "C", "C", "C", "C", "C", "C", "C", "C", "C", "C", "C", "C", "B", "H", "H", "H", "H", "H", "H", "H", "H", "H", "H", "H", "H", "H", "H", "H", "H", "H", "H", "H", "H", "H", "H", "H", "H", "H", "H", "H", "H", "H", "H", "H", "H", "H", "H", "H", "H", "H", "H"],
  "coordinates": [[0.02048, 0.27404, 0.01461], [-0.59546, 2.21309, -5.03058], [-0.17726, -2.20492, -0.41528], [1.46771, 2.03098, -5.19639], [-0.84553, 2.53104, -2.59893], [-1.90312, 0.62611, -5.38738], [-0.05306, 0.74078, -2.22982], [6.04001, 0.49153, 2.65735], [-2.65451, -3.06775, -0.89021], [-2.60285, 3.84786, 3.35254], [0.06284, -0.17261, 2.20947], [-2.37097, 1.61989, 1.44260], [-0.12415, 2.72265, 1.75650], [-0.72875, 0.59520, 3.01404], [0.49272, 2.26659, 0.63314], [2.19014, -0.07255, 0.04592], [4.49132, 2.14648, 2.80171], [-2.05971, 0.89110, 0.32269], [-1.74933, 2.81535, 3.61732], [-1.34402, -2.75245, -2.77132], [-0.02973, -2.63336, -3.41562], [2.28121, 3.07163, -0.93561], [2.85921, -0.64872, -0.96412], [1.39441, 3.19266, 0.25835], [1.39505, -2.29044, 2.47253], [-0.89257, -0.01548, 4.19050], [-3.39779, 5.88523, 4.45704], [-0.16597, -1.18706, 4.18772], [-2.97879, -2.71913, 0.49293], [-3.47568, -4.15079, -1.43593], [-3.31682, 0.07790, -1.69782], [4.27557, 0.44597, 1.09197], [-2.56367, 4.64797, 4.40078], [-1.65090, 4.16311, 5.36608], [5.03196, 1.02754, 2.25671], [0.37379, 3.91984, 2.07989], [0.43298, -1.24668, 2.93187], [-2.45790, -2.69151, -3.72586], [-1.50732, -2.68275, -1.45639], [4.96169, -0.17122, 0.05401], [-4.24401, 1.37412, 0.30513], [-3.20143, 0.75669, -0.37853], [2.89763, 0.46263, 1.05678], [1.34859, 4.25485, 1.16015], [4.23999, -0.71780, -0.99172], [-1.14692, 3.01408, 4.82299], [-3.67653, 1.90461, 1.44273], [-1.27856, 1.95035, 2.47705], [2.25757, -1.06027, -1.76366], [2.09728, 2.16732, -1.50815], [2.29402, -2.24216, 3.09056], [4.72837, -1.19186, -1.83039], [-4.09885, 2.49348, 2.23497], [6.04257, -0.21684, 0.08134], [-2.95580, -4.65269, -2.24626], [-4.25959, 5.79125, 3.79979], [3.32987, 3.08345, -0.63068], [-2.51805, -3.42295, 1.18865], [0.96452, -3.28419, 2.58866], [-4.15158, -0.62440, -1.66895], [-3.74796, 6.07275, 5.47081], [4.98808, 2.58661, 3.55893], [-1.52323, 0.41248, 4.95081], [-1.40857, 4.59359, 6.32220], [-2.59111, -3.64525, -4.23549], [-0.01162, 4.46181, 2.92767], [-2.41347, -0.44799, -1.99023], [3.75326, 2.65632, 2.34664], [1.69098, -2.17692, 1.43543], [-0.09065, -3.16143, -4.36531], [-0.38875, 2.34960, 5.20197], [2.32335, 0.90542, 1.85911], [0.20153, -1.58726, -3.61870], [0.73472, -3.09296, -2.79820], [-3.63950, -4.87429, -0.63709], [-2.21049, -1.92033, -4.45546], [-3.37550, -2.40524, -3.22297], [-2.82288, 6.75600, 4.13900], [-0.06864, -1.89656, 4.99044], [1.92175, 5.16451, 1.11650], [-5.27000, 1.44314, -0.00967], [2.12193, 3.91747, -1.60376], [-2.65015, -1.71062, 0.72457], [-4.44258, -3.79001, -1.78617], [-3.51521, 0.80559, -2.48568], [-4.06201, -2.76785, 0.59556]],
  "mulliken_spin": [2.43, 0.32, 0.01, 0.34, -0.10, 0.25, -0.32, 0.00, 0.00, 0.00, 0.00, -0.02, -0.02, -0.01, 0.02, -0.14, 0.00, -0.03, 0.00, 0.00, -0.02, -0.01, 0.06, 0.02, 0.01, 0.01, 0.00, 0.00, 0.01, 0.00, -0.01, -0.01, 0.00, 0.00, 0.00, 0.02, -0.01, 0.01, 0.03, 0.02, 0.00, 0.01, 0.02, 0.00, -0.02, 0.00, 0.03, 0.06, 0.02, 0.00, 0.00, 0.00, 0.00, 0.00, 0.00, 0.00, 0.00, 0.00, 0.00, 0.00, 0.00, 0.00, 0.00, 0.00, 0.00, 0.00, -0.01, 0.00, 0.00, 0.00, 0.00, 0.00, 0.01, 0.00, 0.00, 0.01, 0.01, 0.00, 0.00, 0.00, 0.00, 0.00, -0.01, 0.00, 0.01, 0.00],
  "s2": 4.0955,
  "total_charge": 1,
  "mol_weight_g_mol": 976.6,
  "largest_force_ha_per_bohr": 0.009,
  "homo_lumo_gap_ev": [5.25, 5.94],
  "spin_multiplicity": 4,
  "relative_energy_kj_mol": 51.4
}

***

[2]
{
  "formula": "C7H7N6",
  "method": "ωB97M-V/def2-TZVPD",
  "elements": ["N", "N", "N", "N", "N", "N", "C", "C", "C", "C", "C", "C", "C", "H", "H", "H", "H", "H", "H", "H"],
  "coordinates": [[2.30602, 2.01028, -0.39548], [0.42068, 1.38255, 0.44938], [-3.30973, 0.91444, 0.62860], [-3.80379, 0.18675, -0.33475], [-2.77379, -0.44711, -1.01693], [-2.04341, 0.79898, 0.69488], [1.30991, 2.38071, 0.42173], [1.99062, 0.85766, -0.86091], [1.15838, -2.26306, 0.80226], [0.82168, 0.36517, -0.37546], [-1.73028, -0.06022, -0.30220], [-0.12377, -0.77008, -0.60085], [0.05633, -2.05717, 0.17266], [-0.58014, 1.47738, 0.88197], [2.61824, 0.43572, -1.61523], [1.56079, -3.18218, 1.33799], [-0.91521, -2.66790, 0.16314], [-0.21954, -1.03076, -1.66313], [1.99400, -1.58517, 0.72285], [1.26300, 3.25403, 0.88948]],
  "mulliken_charge": [-0.75, -0.11, -0.64, -0.38, -0.43, -0.10, -0.48, -0.49, -0.71, 0.08, 0.25, 0.48, -0.24, 0.49, 0.44, 0.23, 0.31, 0.28, 0.24, 0.54],
  "total_charge": -1,
  "mol_weight_g_mol": 175.2,
  "largest_force_ha_per_bohr": 0.107,
  "homo_lumo_gap_ev": 8.75,
  "spin_multiplicity": 1,
  "relative_energy_kj_mol": 30.8
}

***

[3]
{
  "formula": "C32H18Cl9N6O3STa",
  "method": "ωB97M-V/def2-TZVPD",
  "elements": ["Ta", "Cl", "Cl", "Cl", "Cl", "Cl", "Cl", "Cl", "Cl", "Cl", "S", "O", "O", "O", "N", "N", "N", "N", "N", "N", "C", "C", "C", "C", "C", "C", "C", "C", "C", "C", "C", "C", "C", "C", "C", "C", "C", "C", "C", "C", "C", "C", "C", "C", "C", "C", "C", "C", "C", "C", "C", "C", "H", "H", "H", "H", "H", "H", "H", "H", "H", "H", "H", "H", "H", "H", "H", "H", "H", "H"],
  "coordinates": [[0.32167, 0.09348, 0.76732], [3.66957, 4.43055, 2.27906], [2.02150, 2.68374, 0.24097], [-0.38128, 0.13814, 4.26614], [4.56262, -4.33452, 3.67206], [5.07433, -0.87484, -0.47391], [1.18955, 1.85065, 6.32827], [1.52692, -3.49962, 3.96262], [3.24450, 3.97312, 5.34959], [6.31947, -3.02759, 1.45839], [0.73945, 0.95586, -2.45453], [2.11214, -0.39351, 0.15803], [-0.02820, 0.69052, -1.09630], [0.76393, -1.39393, 1.89464], [-1.32860, -1.35835, 0.41302], [-1.66458, 1.03181, 1.36223], [-2.94125, 2.61680, 2.59249], [-3.69868, 0.36673, 2.38853], [-4.71158, 1.84623, 3.81560], [-1.18818, 3.31299, 1.34103], [1.00403, -0.67253, -3.09264], [2.60195, 3.22402, 2.85008], [4.13860, -1.62603, 0.75805], [-0.52150, 1.64165, -3.47416], [2.03314, -1.85861, 1.90930], [-1.07827, -2.51053, -0.21972], [1.02746, 1.41700, 2.35679], [-1.02563, 2.91304, -5.42437], [3.88783, -3.16949, 2.62189], [4.67943, -2.57848, 1.62372], [-2.50302, -1.17866, 1.02502], [0.30197, -2.69461, -4.13602], [2.53220, -2.50411, -3.22125], [-2.65966, 0.14920, 1.65331], [1.54983, -3.24714, -3.86492], [2.80815, -1.28213, 0.91364], [-3.48237, -2.15153, 1.04259], [-3.23182, -3.34326, 0.37872], [1.47678, 2.06099, 4.65726], [-2.79889, 1.99264, -4.06719], [-2.37695, 2.71880, -5.17471], [0.80068, 1.27937, 3.72271], [-2.01700, -3.52174, -0.27076], [2.39526, 3.02324, 4.21839], [-1.86795, 1.43940, -3.20259], [1.89949, 2.42079, 1.96778], [-3.75770, 1.62314, 2.93091], [2.54561, -2.81295, 2.76780], [-1.94216, 2.31161, 1.78300], [2.26658, -1.19913, -2.83935], [-0.07836, 2.38125, -4.56315], [0.01407, -1.39563, -3.75009], [-0.43806, 3.19488, 0.68192], [-5.34529, 1.10738, 4.06969], [-4.80110, 2.75668, 4.23607], [-4.40743, -1.96062, 1.56613], [-1.40288, 4.23797, 1.67840], [-0.94724, -0.95313, -3.97383], [3.50947, -2.92833, -3.03172], [-2.17515, 0.87359, -2.33323], [-3.97544, -4.12856, 0.37063], [1.76378, -4.26004, -4.17926], [-0.10257, -2.61596, -0.68225], [-3.85486, 1.85720, -3.87782], [0.97904, 2.54103, -4.73598], [3.02270, -0.60305, -2.34721], [-3.11066, 3.14461, -5.84555], [-0.44368, -3.27215, -4.66529], [-0.70554, 3.48935, -6.28107], [-1.79013, -4.43869, -0.79494]],
  "mulliken_charge": [1.09, -0.15, -0.22, -0.13, -0.15, -0.15, -0.15, -0.17, -0.13, -0.15, 0.06, 0.33, 0.00, -0.30, 0.29, 0.44, -0.74, -0.68, -0.31, -0.11, 0.60, -0.19, 0.17, 0.72, -0.31, -0.24, -1.14, -0.73, 0.51, 0.44, 0.62, -0.76, -0.65, -0.14, -0.54, -0.51, -0.53, -0.69, -0.05, -0.81, -0.52, 0.74, -0.90, 0.60, -0.16, 0.95, 0.34, -0.09, 0.30, -0.50, -0.53, -0.44, 0.08, 0.25, 0.27, 0.63, 0.28, 0.48, 0.50, 0.44, 0.48, 0.46, 0.56, 0.45, 0.50, 0.55, 0.43, 0.48, 0.44, 0.52],
  "total_charge": 2,
  "mol_weight_g_mol": 1066.6,
  "largest_force_ha_per_bohr": 0.010,
  "homo_lumo_gap_ev": 6.58,
  "spin_multiplicity": 1,
  "relative_energy_kj_mol": 37.6
}